{
  "formula": "C26H33CuF9IO4SSi",
  "method": "ωB97M-V with the def2-TZVPD basis set",
  "lumo_energy_ev": 4.40,
  "homo_lumo_gap_ev": 5.26,
  "charge": -2,
  "homo_energy_ev": -0.86,
  "spin_multiplicity": 1,
  "elements": ["Cu", "C", "C", "C", "C", "O", "Si", "S", "O", "C", "C", "C", "C", "O", "C", "C", "C", "C", "H", "H", "H", "H", "H", "H", "H", "H", "H", "H", "H", "H", "H", "H", "H", "H", "H", "H", "H", "H", "H", "H", "H", "H", "H", "H", "H", "I", "C", "C", "C", "C", "C", "C", "C", "C", "C", "C", "H", "H", "H", "H", "H", "H", "F", "C", "F", "F", "C", "O", "C", "F", "F", "F", "C", "F", "F", "F"],
  "positions_angstrom": [[1.6589, -1.3108, -0.0430], [0.2499, 2.6294, -2.3664], [-0.2257, 1.1743, -2.3944], [0.7135, 0.3922, -3.3151], [-1.6751, 1.1130, -2.8899], [-0.1479, 0.5418, -1.1191], [-0.7180, 0.8465, 0.3964], [0.1701, -0.4517, 1.7148], [-0.4579, 2.4665, 0.6313], [-1.0015, 3.3976, 1.5418], [-2.3241, 3.9436, 0.9840], [0.0142, 4.5370, 1.6570], [-1.2189, 2.7821, 2.9255], [-2.3974, 0.8081, 0.3668], [-3.3449, -0.2080, 0.6484], [-3.0103, -1.5177, -0.0602], [-3.4464, -0.4586, 2.1578], [-4.6854, 0.3203, 0.1286], [0.0882, 3.0936, -3.3435], [1.3119, 2.6519, -2.1291], [-0.2808, 3.1910, -1.6025], [0.8542, 0.9176, -4.2635], [0.3346, -0.6110, -3.5128], [1.6727, 0.2945, -2.8035], [-1.7688, 1.5779, -3.8748], [-2.3231, 1.6332, -2.1809], [-2.0061, 0.0733, -2.9529], [-2.1351, 4.4936, 0.0584], [-2.8053, 4.6115, 1.7043], [-2.9824, 3.1050, 0.7621], [0.2816, 4.8947, 0.6615], [0.9201, 4.1724, 2.1428], [-0.4012, 5.3631, 2.2407], [-2.0131, 2.0384, 2.8852], [-1.4847, 3.5568, 3.6500], [-0.3054, 2.2783, 3.2448], [-2.0677, -1.9147, 0.3188], [-2.8949, -1.3484, -1.1310], [-3.8033, -2.2517, 0.1049], [-2.4542, -0.7026, 2.5399], [-4.1212, -1.2950, 2.3581], [-3.8270, 0.4283, 2.6726], [-4.6247, 0.4820, -0.9500], [-4.9273, 1.2708, 0.6106], [-5.4843, -0.3969, 0.3334], [3.4978, -3.0281, 1.0396], [1.9470, -4.4610, 0.7462], [2.0513, -5.6220, 1.4647], [1.1126, -6.6502, 1.2621], [0.1397, -6.4996, 0.3149], [0.0388, -5.3102, -0.4458], [-0.9332, -5.1886, -1.4615], [-1.0284, -4.0196, -2.1666], [-0.2014, -2.9273, -1.8524], [0.7857, -2.9503, -0.8805], [0.9263, -4.2093, -0.2013], [2.8549, -5.7538, 2.1768], [1.1891, -7.5656, 1.8389], [-0.5696, -7.2998, 0.1231], [-1.5880, -6.0312, -1.6637], [-1.7696, -3.9299, -2.9570], [-0.3741, -2.0018, -2.3922], [2.5147, 2.1208, 1.9414], [3.3207, 2.4455, 0.9279], [2.5845, 3.1182, 0.0297], [4.2162, 3.3574, 1.4231], [3.9851, 1.1588, 0.2664], [3.1330, 0.3623, -0.3124], [5.0253, 1.6806, -0.8237], [5.5832, 0.6389, -1.4694], [6.0631, 2.4402, -0.3763], [4.4027, 2.4188, -1.7661], [4.8390, 0.4568, 1.4057], [5.7400, 1.2532, 2.0491], [5.5593, -0.5656, 0.8956], [4.0487, -0.0508, 2.3561]],
  "lowdin_charge": [-0.11, -0.03, -0.62, -0.02, -0.03, -0.16, -0.14, 0.38, -0.16, -0.65, -0.03, -0.04, -0.04, -0.17, -0.66, -0.04, -0.05, -0.05, 0.08, 0.08, 0.07, 0.08, 0.06, 0.09, 0.08, 0.08, 0.07, 0.08, 0.08, 0.06, 0.08, 0.07, 0.08, 0.06, 0.08, 0.07, 0.07, 0.08, 0.08, 0.03, 0.08, 0.07, 0.08, 0.07, 0.08, 1.09, -0.57, -0.20, -0.12, -0.08, -0.19, -0.09, -0.12, -0.15, -0.14, -0.24, 0.07, 0.08, 0.09, 0.09, 0.09, 0.05, 0.14, -0.51, 0.14, 0.11, -0.38, -0.13, -0.51, 0.13, 0.11, 0.13, -0.54, 0.11, 0.08, 0.11]
}



{
  "formula": "C26H33EuN5OS3",
  "method": "ωB97M-V with the def2-TZVPD basis set",
  "lumo_energy_ev": [-6.24, -6.22],
  "homo_lumo_gap_ev": [6.69, 7.30],
  "charge": 2,
  "homo_energy_ev": [-12.92, -13.52],
  "spin_multiplicity": 8,
  "elements": ["Eu", "S", "C", "N", "C", "C", "N", "C", "C", "C", "C", "C", "C", "C", "C", "S", "C", "C", "C", "C", "C", "C", "C", "H", "H", "H", "H", "H", "H", "H", "H", "H", "H", "H", "H", "H", "H", "H", "H", "H", "H", "C", "C", "C", "C", "C", "N", "H", "H", "H", "H", "H", "H", "H", "H", "H", "C", "N", "C", "N", "S", "H", "H", "H", "H", "H", "H", "O", "C"],
  "positions_angstrom": [[0.0531, 0.1783, -0.1371], [0.0292, -0.3339, 2.6388], [-0.9509, -1.6993, 2.9535], [-1.3714, -1.9407, 4.1792], [-2.1800, -3.1170, 4.4469], [-1.6688, -4.2631, 3.5970], [-1.7177, -3.8611, 2.2005], [-2.1239, -4.8860, 1.2620], [-1.2190, -6.1032, 1.3288], [0.0876, -6.0069, 0.8560], [0.8920, -7.1316, 0.7941], [0.4031, -8.3583, 1.2171], [-0.8871, -8.4551, 1.7158], [-1.6942, -7.3291, 1.7794], [-1.3428, -2.6405, 1.8701], [-1.3716, -2.1403, 0.2379], [-0.9726, -1.1924, 5.3515], [0.0054, -2.0569, 6.1254], [-0.3174, -2.5543, 7.3804], [0.5958, -3.3422, 8.0635], [1.8120, -3.6621, 7.4819], [2.1251, -3.1864, 6.2183], [1.2210, -2.3914, 5.5374], [-3.2286, -2.8900, 4.2245], [-2.0918, -3.3687, 5.5047], [-2.2774, -5.1590, 3.7279], [-0.6342, -4.5035, 3.8724], [-2.1199, -4.4678, 0.2535], [-3.1475, -5.1809, 1.5130], [0.4597, -5.0538, 0.5034], [1.8943, -7.0536, 0.3997], [1.0200, -9.2391, 1.1403], [-1.2701, -9.4090, 2.0447], [-2.7055, -7.4284, 2.1458], [-1.8603, -0.9955, 5.9579], [-0.5170, -0.2477, 5.0558], [-1.2596, -2.3023, 7.8441], [0.3512, -3.7094, 9.0473], [2.5175, -4.2786, 8.0149], [3.0714, -3.4362, 5.7633], [1.4638, -2.0099, 4.5553], [5.5416, -0.7818, -1.2045], [5.0260, -0.0602, 0.0555], [5.5291, 1.3961, 0.0886], [5.4651, -0.8052, 1.3283], [3.6088, -0.0305, -0.0140], [2.4527, 0.0070, -0.1003], [6.6269, -0.7948, -1.1640], [5.2395, -0.2609, -2.1092], [5.1868, -1.8081, -1.2476], [6.6148, 1.3747, 0.1175], [5.1744, 1.9182, 0.9732], [5.2221, 1.9445, -0.7978], [6.5511, -0.8165, 1.3528], [5.1120, -1.8329, 1.3301], [5.1095, -0.3018, 2.2233], [0.1844, -0.7099, -6.6952], [0.1711, -0.8128, -5.2498], [-0.1107, 0.1621, -4.4114], [-0.2847, 1.4103, -4.8230], [-0.3254, -0.3136, -2.7606], [0.4172, -1.6853, -7.1129], [0.9399, -0.0020, -7.0367], [-0.7937, -0.4030, -7.0691], [0.2987, -1.7335, -4.8504], [-0.2547, 1.6417, -5.8077], [-0.5420, 2.1475, -4.1875], [-2.3368, 3.0919, -0.0017], [-1.6163, 2.2403, 0.0114]],
  "lowdin_spin": [7.02, -0.01, 0.00, 0.00, 0.00, 0.00, 0.00, 0.00, 0.00, 0.00, 0.00, 0.00, 0.00, 0.00, 0.00, -0.01, 0.00, 0.00, 0.00, 0.00, 0.00, 0.00, 0.00, 0.00, 0.00, 0.00, 0.00, 0.00, 0.00, 0.00, 0.00, 0.00, 0.00, 0.00, 0.00, 0.00, 0.00, 0.00, 0.00, 0.00, 0.00, 0.00, 0.00, 0.00, 0.00, 0.00, -0.01, 0.00, 0.00, 0.00, 0.00, 0.00, 0.00, 0.00, 0.00, 0.00, 0.00, 0.00, 0.00, 0.00, -0.01, 0.00, 0.00, 0.00, 0.00, 0.00, 0.00, 0.01, 0.00]
}



{
  "formula": "C26H33KN6S4Si2",
  "method": "ωB97M-V with the def2-TZVPD basis set",
  "lumo_energy_ev": 3.15,
  "homo_lumo_gap_ev": 3.47,
  "charge": -2,
  "homo_energy_ev": -0.32,
  "spin_multiplicity": 1,
  "elements": ["K", "C", "Si", "C", "C", "N", "C", "C", "C", "C", "C", "C", "N", "Si", "C", "C", "C", "H", "H", "H", "H", "H", "H", "H", "H", "H", "H", "H", "H", "H", "H", "H", "H", "H", "H", "H", "H", "H", "H", "N", "C", "S", "C", "C", "C", "N", "C", "C", "H", "H", "H", "H", "H", "H", "S", "C", "S", "C", "N", "N", "C", "C", "C", "C", "C", "C", "S", "H", "H", "H", "H", "H"],
  "positions_angstrom": [[0.3477, 0.2351, -0.0589], [1.6500, 3.2919, -3.9196], [0.2885, 2.6021, -2.7764], [-1.3058, 3.5031, -3.3099], [0.0243, 0.8154, -3.3613], [0.6163, 2.5785, -1.1424], [0.7530, 3.6358, -0.2857], [0.7260, 4.9717, -0.7101], [0.8408, 6.0702, 0.1454], [0.9890, 5.8485, 1.4991], [1.0201, 4.5329, 1.9680], [0.9119, 3.4010, 1.1475], [0.9262, 2.1238, 1.6359], [0.9580, 1.6172, 3.2237], [2.5541, 1.9627, 4.2078], [0.7671, -0.2708, 3.2529], [-0.4554, 2.2408, 4.3435], [1.3858, 3.1977, -4.9768], [2.5816, 2.7472, -3.7488], [1.8447, 4.3455, -3.7086], [-1.4805, 3.4004, -4.3853], [-1.2724, 4.5667, -3.0688], [-2.1647, 3.0756, -2.7865], [-0.1495, 0.7687, -4.4396], [-0.8475, 0.3659, -2.8767], [0.8866, 0.1788, -3.1439], [0.6169, 5.1637, -1.7733], [0.8112, 7.0763, -0.2621], [1.0807, 6.6728, 2.1999], [1.1449, 4.3752, 3.0352], [3.4091, 1.5336, 3.6800], [2.5189, 1.5315, 5.2124], [2.7338, 3.0357, 4.3025], [1.5446, -0.7699, 2.6676], [-0.2006, -0.5765, 2.8437], [0.8243, -0.6646, 4.2711], [-0.4427, 3.3267, 4.4494], [-0.3968, 1.7980, 5.3426], [-1.4195, 1.9653, 3.9084], [-7.2166, 0.3924, 1.0287], [-6.4168, 1.4666, 0.8889], [-7.0249, 2.9946, 0.9647], [-4.9671, 1.1542, 0.6587], [-4.0161, 2.1655, 0.7395], [-2.6772, 1.8454, 0.5528], [-2.2721, 0.6066, 0.2952], [-3.1730, -0.3647, 0.1995], [-4.5291, -0.1396, 0.3724], [-8.1789, 0.5590, 1.2652], [-6.8371, -0.5255, 1.1763], [-4.3131, 3.1806, 0.9545], [-1.8934, 2.5952, 0.6097], [-2.7937, -1.3576, -0.0191], [-5.1952, -0.9831, 0.2442], [0.1152, -8.5846, -0.0582], [0.3644, -6.9360, -0.2744], [-0.8811, -5.7831, 0.0640], [0.1103, -4.4696, -0.5272], [1.2742, -4.8782, -0.9433], [1.4093, -6.2555, -0.7880], [2.6557, -6.7679, -1.2404], [3.2123, -7.9309, -0.7202], [4.4416, -8.3682, -1.1901], [5.1243, -7.6621, -2.1668], [4.5661, -6.4951, -2.6708], [3.3415, -6.0431, -2.2129], [-0.4849, -2.8745, -0.5295], [2.6875, -8.4837, 0.0394], [4.8665, -9.2737, -0.7750], [6.0844, -8.0096, -2.5265], [5.0862, -5.9211, -3.4272], [2.9100, -5.1269, -2.5859]],
  "lowdin_charge": [0.57, -0.20, 0.30, -0.19, -0.20, -0.17, -0.36, -0.10, -0.18, -0.18, -0.10, -0.36, -0.17, 0.30, -0.20, -0.20, -0.19, 0.01, 0.01, 0.01, 0.01, 0.01, 0.01, 0.02, 0.01, 0.02, 0.06, 0.07, 0.07, 0.06, 0.01, 0.01, 0.01, 0.02, 0.01, 0.02, 0.01, 0.01, 0.01, 0.07, -0.83, 0.64, -0.23, -0.02, -0.09, 0.02, -0.12, -0.02, 0.08, 0.09, 0.08, 0.12, 0.05, 0.10, 0.47, -1.11, 0.93, -1.20, -0.01, -0.15, -0.19, -0.05, -0.10, -0.12, -0.09, -0.02, 0.44, 0.05, 0.10, 0.09, 0.10, 0.11]
}